C3H3N3O | wB97M-V/def2-TZVPD

Properties
Highest occupied orbital energy: -0.3192 Ha
Energy above the lowest of the compared OMol25 structures with the same formula, charge and spin: 110.17 kcal per mole
Frontier orbital gap: 8.3 eV
E: -355.4643 Eh
Lowest unoccupied orbital energy: -0.389 eV
2S+1: 1

Geometry as XYZ:
```
10
Properties=species:S:1:pos:R:3:forces:R:3
O 1.929712 -0.456221 0.144197 -0.298 -0.320 0.068
C 0.642040 -0.116450 0.115358 -0.614 -0.096 -0.065
C 0.256590 1.226658 0.057020 0.003 -0.194 0.085
N -0.999630 1.568089 -0.210357 0.294 -0.066 -0.088
N -1.943454 0.665704 -0.412849 -0.090 0.401 0.305
C -1.726104 -0.624479 -0.141260 -0.777 0.820 -0.071
N -0.385521 -0.981780 0.156309 -0.857 0.222 -0.776
H 2.017841 -1.413330 0.258287 0.066 0.053 -0.022
H 0.967329 2.038952 0.188865 -0.049 -0.274 -0.040
H -0.749116 -1.911938 -0.152053 2.322 -0.547 0.605
```
Positions in Å, forces in eV/Å.